Entry 1:
The following is a quantum chemistry calculation of a molecular structure, C5H13BrN at a distorted geometry, from OMol25.

The value obtained for the HOMO-LUMO gap (spin up / spin down) is 0.26774 / 0.32138 Ha. The calculation puts the HOMO energy (spin up / spin down) at -11.4 / -12.0 eV. For the maximum force, the calculation gives 4.354 eV Å⁻¹. As for the relative energy (zero: lowest compared OMol25 entry of this formula, charge and spin): 119.0 kcal/mol.

The geometry in ORCA input format:
```
! RIJCOSX wB97M-V def2-TZVPD def2/J DEFGRID3
* xyz 1 1
C -2.15683 -2.48671 -0.76307
C 2.03915 1.37183 -0.48536
C -0.54306 1.54129 0.07924
C -0.75557 -2.60356 -0.88074
C 0.78528 0.91430 0.29301
N 0.84938 0.84439 1.75769
Br 0.49340 -1.64463 0.24716
H -2.60298 -3.23663 -1.33983
H -2.45003 -1.49960 -1.37590
H -2.52334 -2.28641 0.27239
H 1.92318 1.10398 -1.56269
H 2.35644 2.48912 -0.49720
H 2.97930 0.75509 -0.34212
H -0.71592 2.55287 0.45605
H -1.42607 0.88840 0.44262
H -0.70546 1.61481 -0.95469
H -0.14801 -2.96962 -1.64416
H 0.16453 0.27993 2.19677
H 0.60883 1.76509 2.02167
H 1.82776 0.60607 2.07917
*
```

Entry 2:
The following is a quantum chemistry calculation of a molecular structure, C5H13BrN2O6P2Pd, from OMol25.

The value obtained for the HOMO-LUMO gap is 0.20318 Ha. The calculation puts the HOMO energy at -0.3 eV. For the maximum force, the calculation gives 0.920 eV Å⁻¹. As for the relative energy (zero: lowest compared OMol25 entry of this formula, charge and spin): 10.7 kcal/mol.

The geometry in ORCA input format:
```
! RIJCOSX wB97M-V def2-TZVPD def2/J DEFGRID3
* xyz -2 1
Pd -0.38301 0.35852 -0.00949
N 1.64510 -3.82211 1.53540
C 1.08747 -2.49322 1.11191
C -0.07597 -2.70918 0.14003
P 2.43701 -1.54211 0.21813
O 3.37102 -1.06137 1.44878
O 3.22147 -2.56410 -0.54026
O 1.79785 -0.37126 -0.46930
P 0.55471 -1.64016 2.66856
O -0.94970 -1.14974 2.55210
O 0.37145 -2.88788 3.66036
O 1.49678 -0.61355 3.17204
H 2.60487 -3.85785 1.19766
H 1.15271 -4.53632 1.01043
H 0.88243 -3.60723 3.20661
H 0.26506 -3.38043 -0.65515
H -0.38279 -1.77474 -0.33895
H -0.94786 -3.14725 0.63226
H 2.80127 -0.59298 2.09744
H -0.96292 -0.30743 2.01438
Br -1.97590 2.25376 0.89914
C -4.72344 -1.25265 0.54355
C -4.31958 -0.17618 -0.46526
C -3.48122 -0.71064 -1.53538
N -2.87641 -1.15120 -2.40832
H -5.35405 -0.80716 1.31416
H -3.84635 -1.68012 1.02443
H -5.27923 -2.06028 0.06158
H -3.75167 0.62645 0.02596
H -5.20348 0.26813 -0.92980
*
```

> Which value of relative energy (zero: lowest compared OMol25 entry of this formula, charge and spin) does entry 1 give?

119.0 kcal/mol

> Number 1 is which compound?

C5H13BrN